Formula: C39H44As2BFN11O14S3Tl
Source: OMol25
Level of theory: wB97M-V/def2-TZVPD

Structure (XYZ):
```
116
Properties=species:S:1:pos:R:3:forces:R:3:lowdin_charge:R:1
Tl 0.248 -0.748 0.228 -0.3110 -0.2523 0.0388 0.86
B 3.028 0.066 2.428 -1.3577 -0.8631 0.4563 -0.49
N 1.990 -0.829 3.268 -2.9450 -1.0206 2.3436 -0.04
C 1.836 -0.852 4.629 2.4465 1.1951 0.0085 -0.13
C 0.624 -1.397 5.029 1.1086 0.2807 -0.4453 -0.10
C 0.040 -1.749 3.810 1.3759 0.6882 0.3510 -0.21
N 0.805 -1.415 2.794 1.5727 0.8976 -1.2992 -0.03
N 3.405 -0.769 1.228 0.3220 0.8245 -0.9211 -0.08
C 4.374 -1.649 0.964 -0.1345 -0.0760 1.2526 -0.11
C 4.414 -1.922 -0.351 -0.5577 0.1165 -1.5835 -0.07
C 3.383 -1.124 -0.892 0.4815 0.2452 -0.7721 -0.17
N 2.825 -0.397 0.068 -0.2716 -0.3542 -0.4119 -0.10
H 2.443 1.033 2.052 -0.1926 0.3010 -0.1397 0.03
H 3.913 0.376 3.130 0.7607 -0.0922 0.6420 0.05
H 2.724 -0.439 5.197 -1.4464 -0.5779 -0.4170 0.12
H 0.286 -1.543 6.033 -0.1592 -0.0763 0.2245 0.08
H -0.863 -2.239 3.652 -1.4624 -0.7164 -0.4497 0.09
H 4.934 -2.103 1.734 0.4656 -0.2626 0.7589 0.11
H 5.049 -2.636 -0.825 0.1344 -0.2348 -0.2557 0.09
H 3.079 -0.941 -1.939 0.1349 -0.3779 0.7764 0.11
C -0.564 3.208 -4.555 0.1345 1.2250 1.3236 0.02
O -0.060 3.334 -3.182 0.4417 -0.2984 -1.6705 -0.04
C -0.987 3.291 -2.271 1.6545 0.5894 1.8148 -0.60
O -2.155 3.333 -2.462 -2.0589 -0.2516 -0.3773 0.11
C -0.409 3.211 -0.883 -0.6309 -0.4802 0.4182 -0.30
C -0.954 3.859 0.176 -0.4137 0.1042 -0.1494 -0.38
As -1.076 5.810 0.062 0.4357 -0.1109 -0.2536 1.32
C -1.665 6.131 -1.801 -0.5300 0.1510 0.2059 -0.31
C 0.943 5.836 -0.307 -0.5022 0.2907 -0.2455 -0.25
C 1.744 4.808 -0.599 0.1864 -0.2583 1.0246 -0.21
As 1.340 2.747 -0.232 0.5581 0.7354 -0.3269 1.36
C 2.256 2.005 -1.760 -2.5375 0.7917 -1.4902 -0.28
C 3.135 5.060 -1.126 -0.5096 -0.2242 -1.6340 -0.57
O 3.236 5.500 -2.255 0.0883 -0.0188 0.6248 0.10
O 4.215 4.577 -0.524 0.4814 -0.0199 1.4624 -0.03
C 4.154 4.323 0.933 0.7847 -0.1444 -0.9954 -0.01
C 1.495 7.237 -0.325 0.0561 -0.5879 0.2302 -0.52
O 2.592 7.550 0.059 0.3117 -0.1342 0.0440 0.11
O 0.627 8.169 -0.774 -0.0957 -0.4803 -0.1698 -0.08
C 1.219 9.452 -0.884 -1.6048 1.0766 -0.2909 -0.06
C -0.816 3.351 1.588 0.3863 0.7281 0.2912 -0.61
O -0.455 4.027 2.538 -0.3751 -0.6692 -0.5894 0.05
O -1.280 2.097 1.638 0.5166 0.0803 0.6519 -0.13
C -1.181 1.365 2.885 -0.4206 0.6913 0.1749 -0.03
H -0.950 2.221 -4.693 -0.4532 -0.5182 -0.1386 0.08
H 0.298 3.419 -5.126 0.9623 -0.1386 -0.8186 0.08
H -1.267 4.028 -4.740 -0.2344 -0.4917 0.0593 0.10
H -2.657 5.662 -1.864 0.3379 0.0892 -0.1465 0.02
H -1.030 5.789 -2.627 -0.0590 0.1008 0.4315 0.04
H -1.812 7.215 -1.844 0.1912 -0.1555 -0.1367 0.01
H 2.362 2.765 -2.545 0.0539 -0.2338 0.2122 0.04
H 1.501 1.264 -2.121 0.7390 0.2118 0.0596 0.02
H 3.154 1.556 -1.516 1.6521 -0.8500 0.6462 -0.02
H 4.937 4.923 1.457 -0.6883 -0.3196 -0.6629 0.10
H 4.363 3.245 1.086 -0.3739 0.6390 -0.0052 0.10
H 3.163 4.627 1.216 -0.2654 -0.1140 0.8035 0.06
H 0.428 10.128 -1.303 0.6798 -0.6929 0.2593 0.11
H 2.075 9.437 -1.520 0.5733 -0.0814 -0.4749 0.09
H 1.501 9.832 0.080 0.2184 0.1043 0.5212 0.08
H -0.173 1.286 3.263 0.4158 0.1439 -0.1550 0.09
H -1.588 0.402 2.692 -0.1269 -0.8643 -0.4575 0.02
H -1.831 1.789 3.643 0.0450 0.4861 0.0682 0.10
N 1.711 -6.282 7.121 -0.1201 1.0021 -0.7049 0.06
C 1.883 -6.108 5.707 1.1525 -2.5291 -0.4866 -0.30
C 1.904 -4.851 5.195 -0.7174 1.1075 1.1163 -0.07
C 2.122 -4.617 3.878 0.1204 0.7046 -2.1194 -0.07
C 2.370 -5.675 3.050 1.1102 -1.3480 -1.3871 -0.26
C 2.483 -7.027 3.502 -0.2090 1.5104 0.5667 -0.05
C 2.225 -7.240 4.851 -0.8066 1.1745 1.0771 -0.03
S 2.808 -5.378 1.288 -0.4095 0.0980 1.3280 0.53
O 4.143 -4.836 1.257 0.3415 -0.0792 0.0606 -0.34
O 2.646 -6.716 0.748 -0.2514 0.1198 -0.7754 -0.39
N 1.855 -4.228 0.777 -0.2785 -0.1389 -0.0031 -0.13
C 0.520 -4.370 0.627 0.9364 -0.4864 0.0089 -0.72
S -0.319 -5.915 0.669 0.0559 -0.3252 0.1559 1.00
C -1.808 -5.149 0.259 0.6287 1.4175 0.2670 -0.43
C -1.572 -3.806 0.125 0.7334 -0.8439 0.0451 -0.29
N -0.272 -3.361 0.348 -0.8722 -0.5123 -0.4310 -0.07
H 1.069 -5.560 7.416 0.1840 0.4452 0.2778 0.07
H 1.199 -7.099 7.319 -0.3815 -1.5249 0.1392 0.05
H 1.658 -3.996 5.810 0.0646 0.0208 0.3092 0.10
H 2.083 -3.614 3.404 -0.0004 -0.6018 0.6032 0.11
H 2.817 -7.793 2.799 -0.4098 0.1956 0.3200 0.10
H 2.173 -8.233 5.314 0.2960 0.2561 -0.3021 0.09
H -2.746 -5.663 0.304 -0.2152 -0.0873 -0.2645 0.04
H -2.270 -3.088 -0.217 -0.6979 0.4653 0.0257 0.04
F -3.787 -2.089 -7.629 -0.0133 -0.1611 0.4455 0.05
C -3.701 -2.360 -6.302 -0.6317 -0.0627 1.0873 -0.16
C -2.500 -2.424 -5.680 -0.2354 -0.1184 -3.3537 -0.02
N -2.272 -2.692 -4.406 -1.0965 0.0832 1.8737 -0.01
C -1.007 -2.258 -3.778 -1.4458 -0.2111 0.3040 -0.02
C -1.111 -0.727 -3.478 2.3948 0.0128 -0.3551 -0.66
O -2.079 -0.110 -3.962 0.3742 0.0548 0.6320 -0.01
O -0.048 -0.341 -2.879 -1.8129 0.2007 -0.4433 -0.14
C -3.401 -2.609 -3.579 1.5380 -0.0766 3.2653 -0.40
O -3.321 -2.493 -2.331 -0.3260 -0.3862 -3.0853 0.06
N -4.627 -2.722 -4.194 -1.3707 0.8511 1.8057 0.21
C -4.946 -2.419 -5.480 0.8383 0.9595 -2.8459 -0.41
O -6.078 -2.144 -5.865 0.6731 -0.5254 0.5428 0.05
H -1.621 -2.351 -6.315 0.0091 0.2342 0.1205 0.15
H -0.163 -2.544 -4.424 -0.3324 0.1997 0.4612 0.14
H -1.066 -2.788 -2.831 0.9009 0.0021 0.1131 0.11
H -5.365 -2.374 -3.553 0.5664 -0.7455 -0.3123 0.16
C -2.953 0.881 -0.487 0.9882 0.2030 1.1516 -0.04
N -4.123 0.031 -0.443 -0.1776 0.4944 -1.2230 -0.09
C -5.041 0.109 -1.499 0.0368 0.0873 0.3074 -0.05
C -6.027 -0.775 -1.242 -0.2245 0.6605 -0.6213 -0.12
N -5.713 -1.342 -0.039 0.7396 -1.2581 1.1950 0.03
C -4.486 -0.925 0.421 -0.3104 -0.4710 1.2277 -0.76
S -3.784 -1.607 1.869 -0.4306 1.0113 -1.3892 0.49
H -3.188 1.953 -0.439 -0.4259 -0.3372 0.1547 0.09
H -2.455 0.756 -1.443 0.3000 -0.3577 -0.0064 0.08
H -2.292 0.668 0.391 -0.7076 -0.0488 -1.1351 0.03
H -4.901 0.819 -2.309 0.0251 -0.2838 0.2382 0.14
H -6.947 -0.928 -1.795 0.2366 -0.1819 0.2660 0.11
H -6.045 -2.179 0.433 -0.3236 0.3854 -0.5435 0.13
```
Forces are in eV/Å.

frontier orbital gap = 6.10 eV
energy above the lowest of the compared OMol25 structures with the same formula, charge and spin = 0.0 kcal/mol
net charge = -2
E_HOMO = -2.959 eV